Record 1
{"formula": "C9H16SSi", "method": "ωB97M-V/def2-TZVPD", "symbols": ["S", "Si", "C", "C", "C", "C", "C", "C", "C", "C", "C", "H", "H", "H", "H", "H", "H", "H", "H", "H", "H", "H", "H", "H", "H", "H", "H"], "coordinates": [[-0.631223, 0.353769, 1.909265], [1.280823, 0.487483, -0.252931], [1.190350, 2.417998, 0.282593], [-2.748585, -1.299243, 1.271445], [-2.380689, 0.090739, 1.108747], [-2.076075, -2.135311, 0.462663], [0.020424, -0.612151, 0.564434], [2.998750, -0.228539, 0.393060], [1.311960, 0.228238, -2.232319], [-1.231729, -1.222335, -0.402558], [-1.998366, 0.113210, -0.397655], [2.015762, 3.130346, 0.153981], [0.785070, 2.438063, 1.292198], [0.289422, 0.340590, -2.556121], [-3.051587, 0.832012, 1.500539], [-1.321786, 0.950842, -0.568053], [0.371666, 2.846489, -0.247342], [3.001345, -1.300834, 0.291759], [3.073481, 0.036580, 1.498043], [3.853863, 0.158664, -0.290380], [-2.112715, -3.195328, 0.615487], [-2.871063, 0.212538, -1.113071], [1.687026, -0.848747, -2.418426], [0.734226, -1.465006, 1.037109], [-3.424580, -1.704359, 2.151435], [2.021521, 0.982604, -2.774006], [-0.787292, -1.608312, -1.279894]], "forces_ev_per_a": [[2.6, -0.2, 1.3], [3.2, 1.4, -1.1], [-0.4, -1.5, -0.2], [-2.0, -1.0, 3.0], [-3.1, -1.0, -2.6], [0.0, 0.8, 0.1], [-0.1, -3.1, 0.4], [-0.2, 1.7, -0.5], [1.7, -0.1, 1.0], [1.6, 1.5, 2.5], [-1.0, 0.2, -0.3], [0.1, -0.7, 0.1], [0.6, 0.1, 0.4], [-0.2, 0.0, -0.6], [-0.1, 0.4, 0.1], [0.0, 0.2, -0.5], [-0.8, 0.4, -0.9], [0.0, -0.5, 0.0], [0.4, -0.2, -1.5], [-1.3, -0.4, 1.5], [0.4, -0.3, -0.6], [0.8, -0.3, 0.9], [-0.6, 1.7, 0.1], [-1.8, 1.7, -1.0], [1.5, 1.0, -1.8], [-1.4, -1.4, 1.1], [0.2, -0.2, -1.1]], "multiplicity": 3, "lumo_energy_ev": [0.75, -2.21], "s_squared": 2.016, "orbital_gap_ev": [5.130, 6.736], "homo_energy_ev": [-4.38, -8.95]}

***

Record 2
{"formula": "C31H42BaCl3N6", "method": "ωB97M-V/def2-TZVPD", "symbols": ["Ba", "Cl", "Cl", "Cl", "N", "N", "N", "N", "N", "N", "C", "C", "C", "C", "C", "C", "C", "C", "C", "C", "C", "C", "C", "C", "C", "C", "C", "C", "C", "C", "C", "C", "C", "C", "C", "C", "C", "C", "C", "C", "C", "H", "H", "H", "H", "H", "H", "H", "H", "H", "H", "H", "H", "H", "H", "H", "H", "H", "H", "H", "H", "H", "H", "H", "H", "H", "H", "H", "H", "H", "H", "H", "H", "H", "H", "H", "H", "H", "H", "H", "H", "H", "H"], "coordinates": [[1.102248, 0.374088, -0.801841], [3.529293, -5.043510, 0.745023], [5.632242, -3.842062, -0.872340], [3.310809, -5.011898, -2.190428], [1.769758, 3.085474, -0.332013], [-0.842395, 2.203692, 0.230698], [2.777380, -1.834169, -0.574840], [3.658221, 1.024766, 0.549903], [-0.747789, -1.359803, -1.126485], [1.162189, 1.298572, 2.110279], [2.983576, 3.468690, 0.028229], [-2.374361, 1.932294, -3.130703], [-0.624639, -2.051596, 1.246058], [3.580168, 0.650622, 1.966032], [-0.462433, -3.646043, -0.612727], [1.001789, 5.336204, 0.052655], [-1.233996, 1.258658, -3.575028], [4.071915, 2.374176, 0.082000], [0.783705, 4.011724, -0.269643], [-0.639696, 3.456680, -0.423600], [3.248494, -2.879812, -0.653445], [2.506438, 1.472180, 2.679521], [-2.654521, 0.270568, -1.400324], [-2.641523, -2.553849, -0.035014], [0.224363, 2.378141, 2.488494], [-1.504903, -0.433704, -1.785483], [-0.831859, -4.800821, 0.364447], [3.280844, 4.797578, 0.342883], [-2.430084, -3.386805, 2.296840], [-1.145704, -2.357624, -0.156879], [-4.500941, 1.982422, -1.832054], [-2.991386, -3.734925, 0.905587], [-0.927417, -3.168245, 2.211046], [3.927124, -4.164218, -0.731642], [-0.276263, -4.462924, 1.713058], [2.312672, 5.748722, 0.292355], [-2.332079, -4.977752, 0.336792], [-1.042475, 2.287324, 1.670248], [-0.517048, 1.724603, -4.779455], [-3.161875, 1.383502, -2.128502], [-0.823703, 0.085138, -2.941163], [0.553690, 1.468975, -4.819985], [-1.035501, 1.258733, -5.664246], [-0.383814, -5.742375, 0.011079], [-2.740492, 2.794682, -3.708908], [-1.116113, -1.113353, 1.538665], [4.350337, 2.218021, -0.967596], [-3.109164, -1.635406, 0.286081], [-3.034483, -2.740221, -1.017770], [-4.948326, 1.449462, -0.987615], [2.483755, 1.237201, 3.732620], [-2.633707, -5.822905, 0.956038], [-0.445129, -5.208249, 2.483087], [4.279265, 0.377458, 0.027691], [0.462663, -1.845917, 1.199277], [2.490733, 6.762184, 0.474604], [-0.602315, 2.800526, -4.951028], [-0.501938, -2.977278, 3.199749], [-0.082849, 2.366064, 3.528631], [4.907123, 2.718314, 0.674532], [3.284318, -0.402895, 1.947894], [-4.457564, 3.033716, -1.578459], [0.180555, 6.008134, 0.179687], [2.821755, 2.532617, 2.635646], [-4.071501, -3.884690, 0.966928], [0.604515, -3.397113, -0.615200], [-3.306958, -0.051989, -0.599891], [-0.815333, 3.299747, -1.505560], [0.681251, 3.357385, 2.353619], [-2.663943, -5.118729, -0.712651], [-5.129348, 1.890551, -2.707668], [-2.947934, -2.504893, 2.726389], [-1.621727, 1.756664, -0.222728], [-1.557802, 1.391546, 2.055092], [-1.352147, 4.253110, -0.129662], [4.514159, 0.823041, 2.488137], [0.749539, 0.449381, 2.443602], [0.792438, -4.316840, 1.616270], [0.049605, -0.445101, -3.234497], [-1.758303, 3.105958, 1.999383], [4.306005, 5.017317, 0.597119], [-2.655100, -4.201974, 2.997950], [-0.696345, -3.856880, -1.654855]], "forces_ev_per_a": [[0.2, 0.5, 0.4], [0.1, -0.1, -0.1], [0.5, -0.1, 0.0], [0.2, 0.2, 0.5], [-0.4, 0.8, 0.1], [0.1, -0.2, 0.7], [0.5, -0.9, 0.0], [0.3, -0.3, -1.7], [-0.1, 0.4, -0.2], [0.1, 1.1, -0.2], [0.3, -0.5, 0.4], [-0.3, 0.1, -0.9], [0.3, 1.1, -0.2], [-0.8, 0.7, -0.6], [0.0, -0.4, 0.6], [0.6, -0.5, -0.1], [0.1, -0.4, 0.8], [-0.9, -0.2, 0.1], [-0.7, -0.8, 0.5], [0.6, 1.4, -1.3], [-0.3, 1.0, 0.0], [0.0, 0.3, -0.2], [-2.1, 0.9, -0.6], [-0.5, -0.7, 0.2], [0.3, 0.3, -0.6], [1.4, -0.4, 0.2], [0.8, -0.5, -1.6], [1.2, -1.0, -0.2], [-0.7, -0.2, 0.4], [-0.2, 0.1, -0.4], [0.1, -0.5, 0.7], [0.2, 1.1, -0.2], [0.3, -0.4, 0.4], [-0.6, -0.5, -0.4], [-0.3, 0.6, 0.6], [-1.4, -0.8, -0.2], [-0.4, 0.0, 0.1], [-1.3, 0.0, 0.9], [-0.1, 0.0, -1.7], [1.2, -0.7, 0.4], [-1.3, 1.2, 0.6], [-0.4, -0.1, 0.1], [0.7, 0.3, 0.6], [0.1, 0.2, 0.0], [0.2, -0.3, 0.3], [0.0, 0.0, 0.3], [0.4, 0.1, 0.3], [-0.1, 0.1, 0.5], [-0.3, -0.2, -0.7], [-0.2, 0.1, -0.2], [0.3, -0.2, 0.6], [0.0, -0.3, -0.2], [-0.1, -0.5, -0.1], [-0.6, 0.4, 0.9], [-0.1, -0.2, 0.0], [0.5, 1.3, 0.4], [0.0, 0.0, 0.2], [-0.2, 0.3, 0.1], [0.1, -0.2, 0.5], [0.5, 0.4, -0.1], [0.3, 0.0, 0.3], [0.2, 0.3, 0.0], [-0.4, 0.3, -0.2], [-0.5, -0.3, -0.2], [0.0, 0.1, 0.0], [0.1, -0.4, 0.1], [0.2, -0.1, 0.1], [0.0, 0.0, 0.4], [0.4, -0.1, -0.2], [0.1, -0.2, 0.6], [-0.3, -0.1, -0.1], [0.3, -0.2, -0.4], [-0.5, -0.3, 0.0], [0.1, -0.1, -0.6], [0.2, -0.3, 0.1], [0.4, -0.3, 0.2], [0.0, -0.7, 0.3], [0.4, 0.0, 0.1], [0.5, -0.5, -0.7], [0.8, -0.4, -0.6], [0.1, 0.3, 0.1], [0.1, 0.0, -0.1], [-0.3, -0.1, 0.0]], "lumo_energy_ev": [-2.51, -2.49], "charge": 1, "orbital_gap_ev": [6.463, 6.476], "homo_energy_ev": [-8.97, -8.97]}